{
  "formula": "C29H30N8OPdS2",
  "method": "the ωB97M-V functional and the def2-TZVPD basis",
  "fmax_ha_per_bohr": 0.003,
  "orbital_gap_ha": 0.2454,
  "total_charge": 2,
  "total_energy_ha": -2560.20343,
  "homo_ev": -14.1,
  "relative_energy_ev": 0.000,
  "elements": ["Pd", "C", "N", "C", "C", "N", "C", "C", "C", "C", "C", "C", "N", "C", "N", "C", "C", "C", "C", "C", "C", "N", "H", "H", "H", "H", "H", "H", "H", "H", "H", "H", "H", "H", "H", "H", "H", "C", "C", "N", "C", "C", "C", "S", "N", "C", "O", "C", "C", "C", "C", "C", "C", "H", "H", "H", "H", "H", "H", "H", "H", "H", "H", "H", "H", "H", "H", "H", "S", "C", "N"],
  "coordinates": [[-1.0644, 0.6756, 0.9018], [-0.5696, 3.5772, 0.2282], [-1.6602, 2.7527, 0.8052], [-2.0453, 3.1122, 2.1913], [-1.0940, 2.4115, 3.1060], [-0.4691, 1.3157, 2.7195], [0.3384, 0.8912, 3.7744], [1.2301, -0.1710, 3.8983], [1.8861, -0.2969, 5.1039], [1.6759, 0.6048, 6.1605], [0.8078, 1.6685, 6.0411], [0.1480, 1.7912, 4.8242], [-0.7581, 2.7420, 4.3568], [0.4965, 2.7003, -0.3472], [0.6466, 1.4392, 0.0044], [1.7547, 0.9502, -0.6928], [2.3636, -0.3027, -0.7046], [3.4552, -0.4601, -1.5313], [3.9421, 0.5921, -2.3258], [3.3566, 1.8394, -2.3096], [2.2561, 1.9913, -1.4744], [1.4353, 3.0856, -1.2200], [-0.9629, 4.2588, -0.5270], [-0.1303, 4.1868, 1.0212], [-2.4779, 2.7651, 0.2024], [-2.0367, 4.1929, 2.3458], [-3.0539, 2.7369, 2.3648], [1.4083, -0.8627, 3.0878], [2.5857, -1.1095, 5.2422], [2.2145, 0.4634, 7.0870], [0.6524, 2.3694, 6.8496], [-1.1084, 3.5342, 4.8727], [2.0026, -1.1096, -0.0842], [3.9607, -1.4157, -1.5647], [4.8037, 0.4200, -2.9560], [3.7369, 2.6544, -2.9102], [1.5174, 3.9995, -1.6370], [-2.1915, -4.7018, 1.1523], [-0.8013, -4.3952, 0.6255], [-0.8312, -3.4864, -0.5344], [-0.9432, -4.1330, -1.8599], [0.4283, -4.4556, -2.4282], [-0.7028, -2.1865, -0.4359], [-0.5154, -1.5304, 1.1893], [-0.5911, -1.4708, -1.5659], [-1.0311, -0.2652, -1.7441], [-1.7925, 0.3865, -0.9013], [-0.6709, 0.4464, -2.9858], [0.2646, -0.1082, -3.8593], [0.6600, 0.5949, -4.9836], [0.1129, 1.8442, -5.2508], [-0.8327, 2.3932, -4.3929], [-1.2205, 1.6991, -3.2588], [-2.1191, -5.4148, 1.9725], [-2.8140, -5.1457, 0.3754], [-2.6842, -3.8017, 1.5173], [-0.3057, -5.3034, 0.2815], [-0.1607, -3.9694, 1.3980], [-1.5048, -3.4773, -2.5180], [-1.5307, -5.0371, -1.7048], [0.9999, -3.5421, -2.5917], [0.3181, -4.9693, -3.3822], [0.9922, -5.1081, -1.7610], [0.6785, -1.0836, -3.6438], [1.3871, 0.1663, -5.6600], [0.4120, 2.3845, -6.1393], [-1.2794, 3.3517, -4.6224], [-1.9760, 2.1059, -2.5995], [-4.5919, -1.5257, 0.5365], [-3.5732, -0.5276, 1.1712], [-2.8344, 0.2724, 1.7003]]
}

{
  "formula": "C29H30NO2",
  "method": "the ωB97M-V functional and the def2-TZVPD basis",
  "fmax_ha_per_bohr": 0.038,
  "orbital_gap_ha": 0.1873,
  "total_charge": 1,
  "total_energy_ha": -1328.03003,
  "homo_ev": -10.1,
  "relative_energy_ev": 0.767,
  "elements": ["C", "C", "N", "C", "C", "C", "C", "C", "C", "C", "C", "C", "C", "C", "C", "O", "H", "H", "H", "H", "H", "H", "H", "H", "H", "H", "H", "H", "H", "H", "H", "C", "O", "C", "C", "C", "C", "C", "C", "C", "C", "C", "C", "C", "C", "C", "C", "H", "H", "H", "H", "H", "H", "H", "H", "H", "H", "H", "H", "H", "H", "H"],
  "coordinates": [[-0.1309, -3.0416, 2.8726], [-0.2748, -1.6405, 2.3540], [-1.5520, -1.1386, 2.4028], [-1.9208, 0.0915, 1.8633], [-3.3262, 0.1902, 1.3877], [-4.0527, 1.3055, 1.6976], [-5.4056, 1.5488, 1.1353], [-5.5586, 0.8881, -0.2479], [-4.9711, -0.4784, -0.3021], [-5.4775, -1.3671, -1.2428], [-5.0107, -2.6705, -1.3232], [-3.9573, -3.0748, -0.4984], [-3.3685, -2.1569, 0.3708], [-3.8867, -0.8526, 0.5227], [-1.0873, 1.1712, 1.8264], [0.6580, -0.9764, 1.9296], [-1.1004, -3.4917, 3.1236], [0.3969, -3.6426, 2.1196], [0.4933, -2.9827, 3.7694], [-2.2611, -1.7238, 2.8434], [-3.6447, 2.0215, 2.4187], [-6.1763, 1.1181, 1.7976], [-5.6073, 2.6230, 1.0617], [-6.6159, 0.8330, -0.5211], [-5.0670, 1.5093, -1.0136], [-6.2751, -1.0203, -1.8941], [-5.4438, -3.3575, -2.0538], [-3.5786, -4.0961, -0.5490], [-2.5008, -2.4823, 0.9415], [-1.5325, 2.1475, 1.6170], [-0.0178, 1.0616, 1.9677], [5.6290, 5.5852, -1.6806], [4.2400, 5.4804, -2.0704], [3.6379, 4.2653, -1.9763], [2.2190, 4.2556, -2.0873], [1.5150, 3.1357, -1.7176], [2.1843, 1.9293, -1.3274], [1.4415, 0.8126, -0.8644], [1.9790, -0.4848, -0.5898], [1.2756, -1.6429, -1.0359], [1.8102, -2.9070, -0.8534], [3.0097, -3.0901, -0.1502], [3.5604, -4.4589, 0.1034], [3.6798, -1.9657, 0.3542], [3.1724, -0.6854, 0.1744], [3.6064, 1.9034, -1.4643], [4.3282, 3.0481, -1.7350], [5.8421, 6.6497, -1.7720], [5.7873, 5.2495, -0.6420], [6.2707, 5.0019, -2.3592], [1.7215, 5.1772, -2.3800], [0.4239, 3.1472, -1.7256], [0.3622, 0.9257, -0.8065], [0.3144, -1.4901, -1.5345], [1.2890, -3.7738, -1.2664], [4.6204, -4.3837, 0.3571], [3.0464, -4.9449, 0.9411], [3.4569, -5.1069, -0.7709], [4.6187, -2.1245, 0.8959], [3.6495, 0.1760, 0.6608], [4.1365, 0.9581, -1.3364], [5.4259, 3.0429, -1.7177]]
}